Below is C31H41GdN5S as an isolated structure, with properties calculated with ωB97M-V/def2-TZVPD.

The geometry in XYZ format:
```
79
Properties=species:S:1:pos:R:3
Gd 0.163 -0.580 0.178
N 1.073 -2.935 3.340
N 0.536 -2.371 -1.597
C 1.233 1.840 0.063
C 2.308 0.943 0.379
C 2.195 0.609 1.763
C 3.084 -0.292 2.544
H 3.967 -0.570 1.963
H 2.551 -1.236 2.809
H 3.406 0.166 3.485
C 1.066 1.279 2.300
C 0.697 1.282 3.742
H 1.152 2.121 4.292
H 1.036 0.358 4.224
H -0.387 1.344 3.879
C 0.473 2.052 1.259
C -0.648 3.017 1.427
H -1.502 2.549 1.933
H -1.002 3.381 0.457
H -0.355 3.898 2.020
C 3.350 0.442 -0.562
H 4.236 1.095 -0.549
H 2.988 0.418 -1.601
H 3.672 -0.575 -0.299
C 1.014 2.499 -1.256
H -0.052 2.692 -1.444
H 1.375 1.869 -2.079
H 1.546 3.461 -1.327
C 0.178 -3.349 4.226
H 0.313 -3.189 5.299
C -0.987 -4.109 3.888
H -1.615 -4.633 4.647
C -1.227 -4.237 2.508
H -2.113 -4.766 2.153
C -0.367 -3.733 1.564
H -0.525 -3.737 0.470
C 0.835 -2.943 1.991
C 1.791 -2.259 1.268
H 2.539 -2.921 0.634
C -0.006 -1.263 -2.080
C 1.083 -3.158 -2.614
H 1.715 -4.066 -2.313
C 0.826 -2.470 -3.740
H 0.988 -2.783 -4.698
N 0.131 -1.284 -3.429
C 0.010 -0.076 -4.122
C 1.107 0.302 -4.876
C 0.969 1.508 -5.577
H 1.758 1.829 -6.256
C -0.181 2.300 -5.415
C -0.380 3.523 -6.287
H -0.916 4.307 -5.726
H -0.975 3.265 -7.184
H 0.602 3.897 -6.616
C -1.158 1.957 -4.455
H -2.013 2.620 -4.284
C -1.049 0.749 -3.749
C -2.070 0.455 -2.715
H -2.179 -0.607 -2.480
H -3.056 0.808 -3.053
H -1.901 0.985 -1.760
C 2.389 -0.433 -4.896
H 2.310 -1.482 -5.184
H 2.923 -0.399 -3.937
H 3.043 0.043 -5.638
C -3.588 1.601 4.094
N -3.726 0.675 2.953
C -2.769 -0.211 2.605
S -2.505 -0.653 0.955
N -2.035 -0.787 3.599
C -2.662 -1.210 4.860
H -2.633 1.453 4.612
H -4.414 1.455 4.800
H -3.638 2.627 3.711
H -4.232 1.051 2.151
H -1.336 -1.438 3.227
H -2.671 -2.305 4.900
H -2.070 -0.836 5.704
H -3.686 -0.827 4.925
```

Its gap between HOMO and LUMO (spin up / spin down) is 0.2296 / 0.1333 hartree. As for the largest force on an atom: 4.1 eV/A. As for the net charge: -1. Its multiplicity is 8. The HOMO energy (spin up / spin down) comes out at -3.616 / -0.992 eV. The LUMO energy (spin up / spin down) is 2.631 / 2.636 eV. The total energy comes out at -2643.36288 Eh.

Below is C26H27AsGeN4O2ReS4 as an isolated structure, with properties calculated with ωB97M-V/def2-TZVPD.

The geometry in XYZ format:
```
66
Properties=species:S:1:pos:R:3
Re 2.224 0.005 0.330
S 4.594 3.085 1.607
As 4.851 1.286 0.690
S 3.188 1.308 -1.208
S 3.484 -0.325 2.089
S 6.397 0.136 0.036
O 1.466 6.274 -2.771
C 0.602 6.531 -1.692
N 0.846 5.454 -0.758
C -0.057 5.115 0.184
O -1.121 5.679 0.346
C 0.317 3.940 1.046
C -0.066 3.918 2.381
C 0.262 2.811 3.141
C 0.931 1.758 2.547
N 1.281 1.763 1.253
C 0.971 2.843 0.520
H 1.463 7.029 -3.366
H -0.452 6.501 -1.976
H 0.818 7.500 -1.228
H 1.781 5.078 -0.742
H -0.613 4.756 2.792
H 0.003 2.745 4.188
H 1.188 0.876 3.114
H 1.244 2.817 -0.524
N 2.862 -2.964 -0.432
N 3.332 -1.629 -0.696
H 3.423 -3.617 -0.974
H 1.911 -3.021 -0.789
H 3.385 -1.425 -1.694
H 4.295 -1.580 -0.353
C 0.711 -0.787 0.151
Ge -1.014 -1.748 -0.106
C -1.356 -2.651 1.583
C -2.476 -2.368 2.359
C -2.672 -3.011 3.573
C -1.745 -3.938 4.026
C -0.617 -4.218 3.267
C -0.425 -3.578 2.053
C -2.295 -0.360 -0.565
C -1.875 0.929 -0.876
C -2.792 1.925 -1.178
C -4.148 1.634 -1.182
C -4.581 0.347 -0.892
C -3.661 -0.644 -0.583
C -0.489 -2.964 -1.540
C 0.025 -2.450 -2.729
C 0.448 -3.298 -3.740
C 0.358 -4.675 -3.571
C -0.159 -5.197 -2.394
C -0.580 -4.344 -1.382
H -3.200 -1.632 2.031
H -3.549 -2.786 4.166
H -1.899 -4.439 4.973
H 0.112 -4.934 3.621
H 0.467 -3.800 1.477
H -0.816 1.167 -0.882
H -2.451 2.927 -1.405
H -4.867 2.408 -1.414
H -5.637 0.115 -0.904
H -4.021 -1.643 -0.367
H 0.091 -1.376 -2.878
H 0.838 -2.890 -4.664
H 0.683 -5.339 -4.360
H -0.239 -6.268 -2.265
H -0.976 -4.764 -0.464
```

Its gap between HOMO and LUMO is 0.2354 hartree. As for the largest force on an atom: 0.5 eV/A. As for the net charge: +1. Its multiplicity is 1. The HOMO energy comes out at -11.773 eV. The LUMO energy is -5.367 eV. The total energy comes out at -7359.95866 Eh. The calculation puts the energy relative to the best compared isomer or geometry (same formula, charge and spin) at 76.1 kJ/mol.

Below is C17H30BaN5O3 as an isolated structure, with properties calculated with ωB97M-V/def2-TZVPD.

The geometry in XYZ format:
```
56
Properties=species:S:1:pos:R:3
Ba 0.055 0.257 0.019
N -2.555 1.436 1.380
C -3.308 0.390 0.683
C -2.526 -0.929 0.816
O -2.296 -1.319 1.986
N -2.013 -1.377 -0.321
C -1.186 -2.624 -0.251
C 0.355 -2.327 -0.233
O 0.796 -1.624 -1.206
O 0.995 -2.476 0.818
H -2.447 1.152 2.349
H -3.067 2.306 1.347
H -3.384 0.665 -0.371
H -4.327 0.203 1.056
H -1.381 -3.163 -1.181
H -1.429 -3.224 0.627
N 0.179 0.083 3.164
C 1.285 -0.649 3.769
C 2.555 0.194 3.796
C 2.981 0.656 2.415
C 3.485 -0.475 1.519
N 3.166 -0.230 0.117
H -0.136 0.828 3.775
H -0.620 -0.536 3.019
H 1.426 -1.550 3.169
H 1.054 -0.985 4.794
H 3.345 -0.385 4.286
H 2.390 1.066 4.440
H 3.717 1.464 2.465
H 2.114 1.134 1.948
H 2.995 -1.417 1.771
H 4.560 -0.634 1.703
H 2.941 -1.089 -0.374
H 3.877 0.273 -0.391
C -3.053 4.214 -2.564
N -1.637 4.383 -2.346
C -0.879 3.674 -3.355
C -1.266 3.923 -1.007
C 0.189 4.149 -0.666
C 0.625 5.471 -0.642
C 1.945 5.761 -0.348
C 2.810 4.712 -0.080
C 2.338 3.408 -0.113
C 1.010 3.037 -0.404
H -3.333 4.579 -3.555
H -3.619 4.774 -1.818
H -3.366 3.155 -2.501
H -1.130 4.058 -4.348
H -1.098 2.589 -3.350
H 0.186 3.801 -3.181
H -1.498 2.846 -0.895
H -1.928 4.442 -0.300
H -0.066 6.276 -0.867
H 2.294 6.787 -0.326
H 3.848 4.922 0.150
H 3.062 2.630 0.103
```

Its gap between HOMO and LUMO is 0.2465 hartree. As for the largest force on an atom: 3.3 eV/A. As for the net charge: -1. Its multiplicity is 1. The HOMO energy comes out at -4.165 eV. The LUMO energy is 2.543 eV. The total energy comes out at -1190.87138 Eh. The calculation puts the energy relative to the best compared isomer or geometry (same formula, charge and spin) at 45.9 kJ/mol.

Below is one molecule with the formula C5H12O2, with properties calculated with ωB97M-V/def2-TZVPD.

The geometry in XYZ format:
```
19
Properties=species:S:1:pos:R:3
C 2.680 -0.548 0.508
C 1.572 0.146 -0.283
C 0.171 -0.366 0.061
O -0.092 -0.274 1.455
C -0.912 0.311 -0.785
C -2.327 -0.084 -0.349
O -2.806 0.794 0.659
H 3.659 -0.130 0.249
H 2.518 -0.420 1.583
H 2.710 -1.624 0.298
H 1.739 0.009 -1.362
H 1.606 1.229 -0.095
H 0.129 -1.441 -0.166
H -0.597 0.532 1.628
H -0.723 0.077 -1.842
H -0.833 1.404 -0.692
H -2.335 -1.077 0.110
H -3.021 -0.124 -1.201
H -3.138 1.588 0.224
```

Its gap between HOMO and LUMO is 0.3985 hartree. As for the largest force on an atom: 0.4 eV/A. As for the structure (SMILES): CC[C@@H](O)CCO. Its multiplicity is 1. The HOMO energy comes out at -9.972 eV. The LUMO energy is 0.872 eV. The total energy comes out at -348.17555 Eh. The calculation puts the energy relative to the best compared isomer or geometry (same formula, charge and spin) at 76.8 kJ/mol.

Below is a 2-piece molecular cluster, C6H11BO overall, with properties calculated with ωB97M-V/def2-TZVPD.

The geometry in XYZ format:
```
19
Properties=species:S:1:pos:R:3
B -1.088 0.538 0.211
C 0.394 0.193 0.167
C 1.233 1.016 1.194
C 0.489 2.378 1.639
C -0.907 1.714 1.421
H -1.686 -0.106 -0.308
H 0.476 -0.845 0.401
H 0.825 0.095 -0.817
H 1.399 0.390 2.012
H 2.104 1.261 0.651
H 0.720 3.245 0.964
H 0.708 2.775 2.595
H -1.837 2.329 1.709
H -0.672 0.986 2.263
C -0.448 -3.689 -2.777
C -0.486 -2.451 -2.576
O -0.357 -1.380 -2.947
H 0.201 -4.113 -3.595
H -1.070 -4.335 -2.207
```

Its gap between HOMO and LUMO is 0.3513 hartree. As for the largest force on an atom: 9.5 eV/A. As for the structure (SMILES): B1CCCC1.C=C=O. Its multiplicity is 1. The HOMO energy comes out at -9.407 eV. The LUMO energy is 0.154 eV. The total energy comes out at -335.13538 Eh. The calculation puts the energy relative to the best compared isomer or geometry (same formula, charge and spin) at 501.0 kJ/mol.

Below is a 2-piece molecular cluster, C2H10NO overall, with properties calculated with ωB97M-V/def2-TZVPD.

The geometry in XYZ format:
```
14
Properties=species:S:1:pos:R:3
O 0.880 -0.087 -2.487
H 1.247 0.676 -2.983
H 0.488 0.093 -0.138
H 1.263 -0.760 -3.127
C 0.459 0.127 1.998
N -0.040 -0.286 0.603
C -1.438 0.236 0.287
H 0.671 1.235 1.976
H -0.366 0.000 2.727
H 1.274 -0.562 2.257
H -0.046 -1.341 0.498
H -2.033 0.721 1.280
H -1.950 -0.669 -0.188
H -1.436 1.124 -0.338
```

Its gap between HOMO and LUMO is 0.4524 hartree. As for the largest force on an atom: 3.7 eV/A. As for the net charge: +1. Its multiplicity is 1. The HOMO energy comes out at -15.683 eV. The LUMO energy is -3.373 eV. The total energy comes out at -211.91049 Eh. The calculation puts the energy relative to the best compared isomer or geometry (same formula, charge and spin) at 125.8 kJ/mol.

Below is a 4-piece molecular cluster, C9H28BrNO10S3Si overall, with properties calculated with ωB97M-V/def2-TZVPD.

The geometry in XYZ format:
```
53
Properties=species:S:1:pos:R:3
C -1.550 2.655 -2.597
C -0.688 1.431 -2.406
O -1.369 0.398 -1.635
S -2.470 -0.473 -2.384
C -2.445 -1.854 -1.310
O -1.946 -0.835 -3.678
O -3.741 0.186 -2.335
H -2.408 2.444 -3.235
H -0.947 3.436 -3.065
H -1.919 3.029 -1.639
H -0.372 0.991 -3.352
H 0.203 1.641 -1.813
H -1.464 -2.318 -1.370
H -3.225 -2.539 -1.641
H -2.650 -1.501 -0.301
C 0.458 -2.606 4.021
C 0.424 -1.587 2.909
O 1.589 -1.684 2.039
S 1.514 -2.722 0.841
C 2.979 -2.230 0.008
O 0.361 -2.393 0.041
O 1.655 -4.065 1.321
H 0.350 -3.622 3.640
H -0.364 -2.395 4.708
H 1.397 -2.539 4.573
H -0.470 -1.683 2.292
H 0.476 -0.569 3.295
H 2.861 -1.204 -0.334
H 3.096 -2.909 -0.835
H 3.815 -2.328 0.698
C 0.818 5.680 2.536
C -0.307 4.848 3.101
O -0.697 3.768 2.200
S 0.230 2.483 2.154
C -0.894 1.418 1.317
O 0.458 2.013 3.494
O 1.367 2.722 1.312
H 1.746 5.113 2.477
H 0.973 6.542 3.189
H 0.566 6.042 1.538
H -0.056 4.406 4.065
H -1.225 5.424 3.209
H -1.764 1.251 1.950
H -0.364 0.486 1.122
H -1.177 1.887 0.379
N -0.349 -3.336 -3.415
Si 1.354 -3.165 -3.458
O 2.106 -4.306 -4.411
Br 1.829 -1.114 -4.200
H -0.910 -2.520 -3.660
H -0.732 -4.155 -3.874
H 2.015 -3.286 -2.155
H 1.863 -4.356 -5.326
```

Its gap between HOMO and LUMO is 0.3915 hartree. As for the largest force on an atom: 1.3 eV/A. As for the structure (SMILES): CCOS(C)(=O)=O.CCOS(C)(=O)=O.CCOS(C)(=O)=O.N[Si@@H](O)Br. Its multiplicity is 1. The HOMO energy comes out at -10.170 eV. The LUMO energy is 0.483 eV. The total energy comes out at -5225.04818 Eh.

Below is an isolated ion of composition C3H3N2O and charge +1, with properties calculated with ωB97M-V/def2-TZVPD.

The geometry in XYZ format:
```
9
Properties=species:S:1:pos:R:3
N 2.375 -1.212 0.567
C 1.305 -0.853 0.272
C 0.076 -0.094 0.124
C 0.523 1.266 -0.727
N 1.596 1.870 -0.628
O 2.552 2.332 -0.915
H -0.681 -0.206 1.017
H -0.354 -0.450 -0.942
H -0.218 1.914 -1.137
```

Its gap between HOMO and LUMO is 0.3124 hartree. As for the largest force on an atom: 4.5 eV/A. As for the net charge: +1. As for the structure (SMILES): N#CCC=[N+]=O. Its multiplicity is 1. The HOMO energy comes out at -16.531 eV. The LUMO energy is -8.032 eV. The total energy comes out at -300.36713 Eh. The calculation puts the energy relative to the best compared isomer or geometry (same formula, charge and spin) at 531.0 kJ/mol.

> Which of these has the lowest largest force on an atom?

C5H12O2

> Among the records above, which one has the lowest largest force on an atom?

C5H12O2

> Look up the largest force on an atom of the eighth one.

4.5 eV/A